No. 1
This record from the OMol25 dataset describes a structure of composition C35H45HgN6OS3. The level of theory is ωB97M-V/def2-TZVPD.

XYZ file:
```
91
Properties=species:S:1:pos:R:3:forces:R:3:lowdin_charge:R:1
Hg 1.0057 -1.1601 0.3555 0.2483 -0.1069 0.2417 0.800
C -0.1174 -5.8630 0.2020 -0.0073 0.0244 -0.0570 -0.031
C -0.0737 -4.4161 -0.1975 0.0755 -0.2356 -0.0270 -0.289
N 1.0059 -3.7450 -0.2691 0.2363 0.2974 0.1409 -0.054
N 2.2035 -4.3740 -0.1424 -0.2510 -0.2087 -0.2131 -0.032
C 3.0860 -3.8397 0.6351 0.1310 0.0739 0.1486 -0.922
N 4.3505 -4.3797 0.5620 0.0007 -0.0417 0.1568 0.036
S 2.8601 -2.5990 1.8386 -0.2418 0.1821 -0.3522 0.475
C -1.3177 -3.6937 -0.5765 -0.0512 0.0282 0.0206 -0.222
C -2.5507 -4.3417 -0.6214 -0.0047 0.0111 -0.0735 -0.016
C -3.6750 -3.6297 -1.0106 -0.0123 0.0931 -0.0095 -0.058
C -3.5437 -2.2921 -1.3403 0.0772 -0.0482 0.0775 -0.044
C -2.2759 -1.7306 -1.2645 -0.2909 0.0946 0.2941 -0.209
N -1.1950 -2.4020 -0.9022 -0.2375 -0.1369 0.2877 0.058
H 0.7768 -6.1065 0.7688 0.0342 0.0056 -0.0243 0.070
H -0.1441 -6.5118 -0.6775 -0.0292 -0.0050 0.0013 0.090
H -0.9915 -6.0808 0.8139 -0.0198 0.0031 0.0020 0.070
H 4.5558 -4.9093 -0.2696 -0.0139 0.0227 -0.0177 0.083
H 5.0881 -3.8187 0.9491 0.0074 -0.0154 -0.0031 0.057
H -2.6351 -5.3897 -0.3765 0.0304 -0.0147 0.0308 0.100
H -4.6412 -4.1163 -1.0495 0.0018 -0.0135 -0.0166 0.106
H -4.3880 -1.6925 -1.6506 -0.0168 0.0049 0.0055 0.109
H -2.1179 -0.6859 -1.5153 -0.0351 -0.2791 0.1385 0.064
C 3.7991 1.6866 -1.6292 0.0097 -0.0634 0.0217 -0.039
C 3.3727 1.6686 -0.1809 -0.0181 0.0303 0.0541 -0.201
C 4.0931 0.9439 0.7777 0.0014 0.0549 0.0011 -0.196
C 5.2988 0.1575 0.3172 -0.0421 -0.0447 0.0421 -0.053
C 3.6779 0.9640 2.1173 0.0019 -0.0351 -0.0023 -0.200
C 4.4202 0.2308 3.2123 0.0218 0.0583 -0.0296 -0.075
C 2.5370 1.6923 2.4713 0.0009 0.0258 0.0107 -0.195
C 2.0328 1.7089 3.8959 -0.0111 -0.0393 -0.0256 -0.039
C 1.8345 2.4312 1.5159 -0.0113 0.0194 0.0004 -0.189
C 0.6501 3.2476 1.9668 0.0219 0.0343 -0.0175 -0.036
C 2.2401 2.4052 0.1822 0.0195 -0.0142 -0.0224 -0.191
C 1.4923 3.1632 -0.8875 0.0130 0.0213 0.0339 -0.051
H 3.1002 1.1113 -2.2446 0.0033 0.0017 -0.0114 0.085
H 4.7889 1.2663 -1.7774 -0.0026 0.0031 -0.0073 0.061
H 3.8123 2.7056 -2.0191 -0.0069 -0.0050 -0.0181 0.082
H 5.0185 -0.5444 -0.4708 0.0113 0.0057 -0.0068 0.083
H 5.7486 -0.4265 1.1113 -0.0164 -0.0291 -0.0099 0.050
H 6.0712 0.8183 -0.0836 0.0075 -0.0134 -0.0117 0.084
H 4.6647 0.9101 4.0316 0.0011 -0.0044 0.0035 0.083
H 5.3501 -0.2104 2.8741 0.0083 0.0050 0.0037 0.055
H 3.8175 -0.5831 3.6179 0.0082 0.0040 0.0238 0.042
H 0.9624 1.4873 3.9236 -0.0018 0.0191 -0.0009 0.062
H 2.1719 2.6920 4.3559 0.0010 -0.0084 0.0182 0.088
H 2.5345 0.9784 4.5231 -0.0165 -0.0084 -0.0024 0.062
H -0.2086 2.6029 2.1621 -0.0486 -0.0354 0.0013 0.052
H 0.3522 3.9888 1.2304 0.0008 0.0071 0.0141 0.069
H 0.8751 3.7829 2.8911 -0.0176 -0.0090 0.0032 0.080
H 1.9736 4.1222 -1.1068 -0.0241 0.0132 0.0074 0.096
H 0.4590 3.3573 -0.6111 -0.0103 -0.0174 -0.0175 0.063
H 1.4713 2.5916 -1.8114 0.0332 0.0193 -0.0307 0.032
O 0.0002 0.4314 -1.8485 0.1351 0.0457 0.1179 -0.608
S -0.3966 1.0966 -3.1181 0.0259 0.0035 -0.1808 0.996
C -1.3238 -0.1632 -4.0088 0.0195 -0.0529 -0.1888 -0.357
C -2.2501 0.1407 -4.9971 0.0095 -0.0021 0.0262 -0.072
C -2.8626 -0.8929 -5.6876 -0.0473 0.0026 0.0066 -0.078
C -2.5477 -2.2142 -5.3923 0.0155 -0.0057 0.0013 -0.078
C -1.6295 -2.5047 -4.3951 0.0414 0.0583 -0.0414 -0.064
C -1.0042 -1.4769 -3.7011 0.2431 0.0641 -0.3829 -0.104
C -1.7476 2.2026 -2.7359 -0.0587 0.0256 0.0078 -0.384
C -2.4996 1.9763 -1.5939 0.0253 0.0462 0.0430 -0.067
C -3.5401 2.8409 -1.2937 -0.0063 -0.0010 -0.0088 -0.063
C -3.8061 3.9278 -2.1194 0.0099 -0.0093 0.0223 -0.076
C -3.0321 4.1548 -3.2486 -0.0273 -0.0268 -0.0235 -0.076
C -1.9907 3.2898 -3.5601 -0.0177 0.0113 0.0080 -0.095
H -2.5066 1.1692 -5.2176 -0.0009 0.0020 -0.0069 0.102
H -3.5979 -0.6654 -6.4485 0.0253 -0.0084 -0.0275 0.104
H -3.0167 -3.0158 -5.9480 -0.0422 -0.0079 0.0368 0.103
H -1.3991 -3.5316 -4.1428 0.0163 -0.0205 -0.0184 0.113
H -0.2947 -1.6854 -2.9095 0.0048 0.0394 -0.1567 0.095
H -2.2427 1.1571 -0.9336 -0.0231 0.0894 0.0552 0.054
H -4.1458 2.6591 -0.4147 0.0209 0.0358 0.0192 0.104
H -4.6086 4.6102 -1.8708 -0.0212 -0.0174 -0.0230 0.104
H -3.2374 5.0040 -3.8869 0.0201 0.0177 0.0161 0.105
H -1.3680 3.4652 -4.4297 0.0082 0.0080 0.0050 0.113
C -1.4331 0.0671 5.6635 0.0560 0.0689 -0.0124 -0.085
N -1.3654 -0.2346 4.2520 -0.0708 -0.0504 -0.0252 -0.062
C -1.8711 0.5283 3.2593 0.0708 -0.0446 -0.0008 -0.870
S -1.9101 -0.0664 1.6883 0.0185 0.0336 -0.0712 0.609
N -2.2980 1.7556 3.6189 -0.1182 -0.0477 0.0000 -0.046
C -2.8943 2.7129 2.7081 -0.0336 -0.0084 0.0163 -0.105
H -0.9181 -0.7186 6.2090 0.0004 0.0037 0.0018 0.091
H -2.4657 0.1134 6.0240 0.0029 0.0070 0.0047 0.088
H -0.9318 1.0112 5.8946 0.0282 -0.0211 0.0083 0.082
H -1.0650 -1.1475 3.9553 0.0049 -0.0034 0.0018 0.114
H -2.3608 1.9631 4.6012 0.0770 0.0353 -0.0084 0.115
H -2.5877 2.4645 1.6957 0.0224 0.0154 0.0090 0.024
H -2.5431 3.7141 2.9551 -0.0042 -0.0003 0.0066 0.087
H -3.9852 2.6888 2.7606 0.0006 -0.0163 -0.0145 0.086
```
Positions in Å, forces in eV/Å.

## Properties
* relative energy (zero: lowest compared OMol25 entry of this formula, charge and spin): 101.2 kJ/mol
* charge: 0
* spin multiplicity: 2
* E_LUMO (alpha / beta): 0.01738 / -0.01086 hartree
* <S²>: 0.757
* frontier orbital gap (alpha / beta): 6.41 / 6.88 eV
* HOMO energy (alpha / beta): -5.933 / -7.178 eV


No. 2
This record from the OMol25 dataset describes a structure of composition C35H46Cl2N3PRu. The level of theory is ωB97M-V/def2-TZVPD.

XYZ file:
```
88
Properties=species:S:1:pos:R:3:forces:R:3:lowdin_charge:R:1
P -1.5772 0.0486 -0.0433 -3.8682 -0.3529 0.6342 0.964
C -2.3576 0.1282 1.7608 0.7305 0.4158 -0.5525 -0.406
C -3.8908 0.1027 1.9497 -0.1165 -0.2853 -0.4388 -0.201
C -4.3141 0.2559 3.4184 0.2192 0.1598 0.0211 -0.194
C -3.5931 -0.6994 4.3766 -0.0017 0.0178 -0.0423 -0.209
C -2.0774 -0.7139 4.1507 -0.0924 0.1151 -0.1202 -0.188
C -1.7027 -0.9098 2.6706 0.1641 -0.0957 0.3313 -0.249
C -2.0036 -1.6917 -0.6087 0.0870 0.3523 -0.0626 -0.426
C -3.3243 -2.3025 -0.1111 0.0432 0.0191 -0.0947 -0.204
C -3.5639 -3.6589 -0.7805 0.0622 0.0214 -0.0740 -0.197
C -2.3961 -4.6307 -0.5738 -0.0387 0.0093 -0.0070 -0.205
C -1.0408 -4.0074 -0.9293 -0.0577 0.0908 -0.0261 -0.182
C -0.8447 -2.6164 -0.3096 0.2257 -0.8269 -0.0230 -0.246
C -3.0266 0.8873 -0.9222 0.1803 -0.1056 0.1246 -0.456
C -3.2962 2.3266 -0.4619 -0.0730 -0.0164 -0.1335 -0.207
C -4.6875 2.7556 -0.9615 0.0622 -0.0164 0.0959 -0.202
C -4.8537 2.5889 -2.4776 0.2142 0.1639 -0.1031 -0.205
C -4.3475 1.2477 -3.0180 0.1172 -0.2143 0.0986 -0.198
C -2.9803 0.8345 -2.4497 0.0108 0.2210 -0.2066 -0.255
H -1.9857 1.1271 2.0430 -0.1044 -0.2365 0.2416 0.067
H -4.2917 -0.8513 1.5807 0.0782 0.3345 0.1784 0.090
H -4.3828 0.8898 1.3622 0.1215 -0.2233 0.1931 0.088
H -5.3972 0.0956 3.4897 0.1279 0.0879 -0.0205 0.107
H -4.1287 1.2917 3.7358 0.0356 -0.1145 -0.0142 0.114
H -3.8039 -0.3835 5.4044 -0.0086 -0.1250 -0.0497 0.103
H -4.0027 -1.7157 4.2746 0.1075 0.1391 -0.1058 0.111
H -1.6561 0.2393 4.5066 -0.0229 -0.1735 -0.1273 0.118
H -1.6219 -1.5120 4.7507 -0.0234 0.1585 -0.0732 0.108
H -0.6122 -0.8409 2.5792 -0.3174 -0.1109 0.0378 0.037
H -2.0081 -1.9189 2.3568 0.1030 0.1979 0.1365 0.098
H -2.0715 -1.5711 -1.7025 0.0767 -0.1607 0.1981 0.096
H -3.7200 -3.4984 -1.8563 0.0415 -0.0164 0.0841 0.114
H -4.1800 -1.6412 -0.3144 0.2453 -0.2456 0.0260 0.100
H -3.2757 -2.4470 0.9777 -0.0150 -0.0333 -0.3324 0.096
H -4.4899 -4.0976 -0.3902 0.0818 0.0167 -0.0698 0.107
H -2.5660 -5.5208 -1.1911 0.0480 0.0206 0.1441 0.103
H -2.3857 -4.9685 0.4730 0.0159 0.1080 -0.1143 0.112
H -0.2289 -4.6659 -0.5956 -0.1051 0.0866 -0.1227 0.112
H -0.9545 -3.9159 -2.0221 -0.0342 -0.0244 0.1316 0.117
H 0.0884 -2.1844 -0.6944 -0.3007 -0.2203 0.1596 0.055
H -0.7275 -2.7346 0.7777 -0.0229 0.0567 -0.2176 0.101
H -3.9000 0.2829 -0.6230 0.2489 0.1630 0.0106 0.086
H -3.2468 2.4178 0.6338 0.0250 0.0437 -0.3480 0.095
H -2.5280 2.9971 -0.8780 -0.1040 -0.1541 0.0867 0.124
H -5.4588 2.1678 -0.4443 0.1389 -0.0465 -0.0064 0.107
H -4.8664 3.7987 -0.6816 -0.0439 -0.0412 -0.0634 0.106
H -4.2985 3.3982 -2.9736 -0.0876 -0.1103 0.0442 0.112
H -5.9103 2.7055 -2.7492 0.1650 0.1094 0.0164 0.104
H -4.2885 1.2775 -4.1111 -0.0603 0.0648 0.0768 0.107
H -5.0716 0.4597 -2.7756 0.0035 0.0271 0.0531 0.109
H -2.7202 -0.1683 -2.8186 -0.1200 0.3245 0.0791 0.085
H -2.1848 1.4981 -2.8165 -0.2676 -0.0856 0.0770 0.059
Ru 0.6981 0.4369 -0.6073 -1.6034 2.4206 0.0643 0.724
Cl 0.2779 0.5505 -2.8681 0.0493 -0.2887 0.0730 0.010
Cl 0.7016 1.1598 1.6433 0.5138 -0.0903 0.0745 0.083
C 1.9853 -0.9037 -0.8233 3.7741 -3.9903 -0.3424 -0.330
H 2.5702 -0.9733 -1.7668 -0.5041 0.4269 0.3413 0.038
C 2.5346 -1.8648 0.1511 -0.4927 1.0570 -0.6128 -0.301
C 3.7299 -2.6318 -0.0170 -0.6405 0.3871 0.2197 -0.045
C 4.1930 -3.3952 1.0477 -0.0214 -0.2304 -0.0108 -0.109
C 3.4609 -3.5137 2.2379 -0.0147 0.1136 -0.0390 -0.109
C 2.2497 -2.8300 2.3616 0.0219 -0.0354 -0.1218 -0.088
C 1.8103 -2.0049 1.3403 0.1425 -0.2042 0.7514 -0.130
H 4.2577 -2.5919 -0.9715 0.0002 0.0662 0.3374 0.105
H 5.1377 -3.9357 0.9731 -0.2209 0.1353 -0.1348 0.096
H 1.6256 -2.9333 3.2436 0.1938 -0.0050 0.0924 0.097
H 0.9077 -1.4043 1.4747 0.4591 -0.4441 -0.0604 0.010
H 3.8436 -4.1202 3.0623 -0.1327 0.1514 -0.3092 0.093
N 11.0881 3.9745 -1.8008 -0.8605 -0.2207 0.0818 0.056
C 9.9496 3.7142 -1.7216 -0.0309 -0.0145 -0.0930 -0.263
C 8.5480 3.4171 -1.6378 2.6418 0.3305 -0.2207 -0.321
C 8.1123 2.1884 -1.1265 -1.7028 -1.5380 0.6462 -0.084
C 6.7420 1.9365 -0.9778 1.8207 -0.5582 0.2641 -0.058
C 5.8107 2.9172 -1.3352 -0.9370 -0.2051 0.1633 -0.271
C 6.2534 4.1267 -1.8801 1.4500 1.1552 -0.6415 -0.067
C 7.6192 4.3641 -2.0632 -2.3765 0.7525 -0.0927 -0.085
N 4.4224 2.7364 -1.0706 -0.7563 -0.5435 0.1186 -0.023
C 3.5777 3.6817 -0.4972 0.0681 -0.4829 -0.0397 -0.053
C 2.3568 3.0919 -0.3353 0.7062 -0.6925 -0.6672 -0.185
N 2.4288 1.7894 -0.8097 0.4156 1.1599 0.1787 -0.143
C 3.6690 1.5950 -1.2473 0.4612 1.5391 0.1006 -0.124
H 8.8584 1.4411 -0.8427 -0.3901 0.1867 -0.0119 0.100
H 6.3979 1.0049 -0.5210 0.1598 0.2109 -0.1844 0.097
H 5.5238 4.8744 -2.1814 0.1183 -0.0606 -0.0573 0.092
H 7.9747 5.2812 -2.5279 -0.2156 -0.0960 0.1257 0.099
H 3.9391 4.6447 -0.1874 0.0881 0.0333 -0.0754 0.112
H 1.4460 3.4769 0.0819 -0.0008 0.0695 0.0727 0.066
H 4.0525 0.7430 -1.7878 -0.0778 0.0149 0.2786 0.126
```
Positions in Å, forces in eV/Å.

## Properties
* charge: -1
* spin multiplicity: 6
* E_LUMO (alpha / beta): 0.06406 / 0.02933 hartree
* <S²>: 8.812
* frontier orbital gap (alpha / beta): 2.83 / 6.01 eV
* HOMO energy (alpha / beta): -1.084 / -5.214 eV


Number 1: calculated total energy -3112.4210 a.u., strongest force on any atom 0.5 eV/A. Number 2: calculated total energy -2882.1482 a.u., strongest force on any atom 5.5 eV/A.